[1]
122
Properties=species:S:1:pos:R:3:forces:R:3:mulliken_charge:R:1 method="wB97M-V/def2-TZVPD" total_energy_ev=-250718.370 e_above_lowest_kcal_mol=62.52 gap_ev=6.1 charge=+1 max_force_ev_per_a=2.1
As -3.045519 2.924383 1.274501 0.1 0.8 0.5 0.120
Ti -1.036319 0.557083 0.247001 -1.7 0.9 0.9 -0.459
Cl -2.881919 -1.409717 0.191901 -0.3 -0.7 -0.2 0.236
Cl -3.819819 -3.546517 1.920401 -0.1 0.2 0.0 -0.145
S 1.349381 -0.085417 3.998101 0.4 -0.9 0.0 -0.572
S -2.512719 2.143283 -0.726999 0.6 -0.5 -0.3 -0.207
S -0.881119 3.889383 1.539201 -0.8 0.4 -0.1 -0.204
S -2.693019 1.000483 2.186401 0.2 0.2 -0.1 -0.160
S 0.136781 2.208483 1.915201 -0.4 -0.6 -0.2 0.474
S 1.340581 -2.185717 -7.235199 -0.2 0.0 0.1 -0.044
P 0.048681 -2.125217 -0.988599 0.8 -0.9 -1.5 0.505
P -1.192219 -0.149417 -2.391399 -0.5 -0.9 -1.0 1.377
O -0.409119 -0.722517 1.713201 0.4 -0.5 0.8 0.502
O 5.481581 2.594183 -1.238199 0.0 -0.1 0.0 -0.611
N 0.695381 1.355883 -0.555199 1.2 0.4 -1.0 2.050
N 0.031181 -1.383017 -2.598499 -0.4 0.4 1.2 0.575
N -0.225519 1.668683 5.210301 0.2 0.6 0.1 0.935
N 4.483681 4.585383 -1.583199 0.0 0.3 -0.1 -0.293
N 1.843981 2.416383 4.496401 0.1 0.0 0.0 0.204
C 2.938481 3.599583 7.383601 -0.1 0.2 0.0 -0.968
C -0.880419 -4.636517 -0.338099 0.0 0.1 -0.1 -1.018
C 3.081481 1.330983 -0.625899 0.1 0.4 -0.1 -0.847
C -3.200719 2.110583 6.404901 0.2 0.1 0.1 -0.296
C 1.652181 -1.740117 -4.499399 -0.2 0.2 0.1 -1.181
C 1.901081 3.270883 -1.346899 0.4 -0.4 0.0 -0.707
C -0.954519 -6.549517 -1.780099 0.0 -0.1 0.0 -0.874
C -2.990419 -2.358617 -2.760999 0.2 0.2 -0.2 -0.010
C 2.831981 4.616083 5.049901 -0.2 0.1 0.2 -0.873
C -1.135619 -5.983317 -0.529699 0.0 -0.1 0.1 -0.732
C 4.474681 3.261683 -1.318999 0.1 0.1 -0.1 0.253
C 1.601681 3.844583 4.561901 0.1 0.4 -0.1 -0.010
C -1.967619 0.924983 -6.269799 0.0 0.0 0.0 -0.538
C -1.903419 0.226083 -5.079499 0.0 0.0 0.0 -1.094
C -3.908919 -0.141817 -2.656899 0.1 0.0 -0.1 -0.566
C 1.761081 -2.701017 -0.600799 -0.2 0.5 0.4 1.740
C -4.126519 -1.894017 1.367901 -0.2 0.1 0.5 -0.411
C 1.869981 0.735983 -0.353799 0.1 -0.1 0.1 -0.472
C 0.730981 2.593283 -1.079399 -0.3 0.4 0.0 -1.967
C -2.798019 -0.988017 -2.658999 -0.1 0.1 0.2 -0.091
C 1.135881 -3.977517 -7.031699 0.1 0.5 0.1 -0.791
C 2.819781 4.874183 6.558501 0.2 -0.2 -0.1 -0.473
C -0.666819 2.691983 -5.307799 0.1 0.1 -0.1 -0.830
C -1.208219 0.748783 -3.989699 0.1 0.4 0.4 0.971
C -0.537919 -5.761917 -2.842999 0.1 0.0 0.0 -1.073
C 0.927181 1.443783 4.599801 0.1 0.1 0.2 -0.398
C 3.312681 -3.161317 1.192201 0.1 -0.1 0.1 -0.812
C -5.185219 -0.662617 -2.728299 0.0 0.1 0.0 -0.973
C 4.141881 -3.824617 0.306701 0.0 0.0 0.0 -0.835
C -1.256019 0.694383 5.493001 -0.3 -0.5 0.1 -0.047
C -0.291519 -4.413117 -2.656699 0.0 0.0 0.1 -0.286
C -4.274119 -2.879017 -2.809199 0.0 -0.1 0.0 -0.578
C -5.371019 -2.035717 -2.786899 0.0 -0.1 0.1 -0.681
C -0.453219 -3.846517 -1.396799 -0.3 0.1 0.3 0.935
C -2.739619 3.479683 5.911001 -0.2 -0.2 0.0 -0.951
C -2.078719 1.113983 6.710301 -0.2 0.0 -0.2 -1.107
C 3.775481 -3.942417 -1.025399 0.0 -0.1 -0.1 -1.026
C -0.589219 1.987183 -4.118699 0.0 0.0 0.1 -0.666
C 2.585081 -3.404117 -1.474599 0.0 0.1 0.0 -0.524
C 2.131781 -2.601017 0.739701 -0.1 0.1 0.0 -0.889
C 3.121581 2.640783 -1.113299 -0.5 -0.5 0.2 0.849
C 0.675581 -1.566517 -5.649299 0.5 -0.3 -0.5 -0.076
C 1.282681 -0.949217 -3.238099 0.5 -0.2 -0.5 -0.549
C -1.359419 2.164983 -6.384699 0.1 0.0 0.0 -0.812
H 2.959381 3.836783 8.443901 0.0 0.0 0.1 0.378
H -6.033319 0.004483 -2.726799 -0.1 0.1 0.0 0.486
H 2.633281 -1.387417 -4.823099 0.1 0.0 0.0 0.605
H -5.088919 -1.850717 0.859401 0.2 0.0 0.0 0.416
H -2.532319 0.217483 7.135501 0.1 0.0 0.0 0.378
H 1.824781 4.278883 -1.724899 0.0 0.0 -0.1 0.251
H -0.440319 2.609783 5.503401 0.1 0.0 -0.1 -0.353
H 1.834681 -0.248517 0.104501 0.0 0.2 -0.1 0.379
H 2.652581 2.156183 3.945801 -0.2 -0.1 0.1 0.328
H 3.650681 5.536683 6.806001 0.0 0.1 0.0 0.366
H -2.494619 0.501183 -7.110999 -0.1 0.0 -0.1 0.483
H -3.771319 2.251283 7.324101 -0.1 0.0 0.0 0.374
H 0.491981 -0.509717 -5.835599 -0.1 0.0 0.0 -0.013
H -1.075919 -1.237617 2.201601 0.2 0.2 -0.3 0.296
H -0.271019 -2.074917 -5.465299 -0.1 0.1 0.1 -0.077
H 1.898181 5.398483 6.820401 0.0 0.1 0.0 0.276
H -1.000919 -4.188217 0.639101 -0.1 0.0 0.1 0.477
H 1.490681 -2.096517 1.450401 0.0 0.0 0.0 0.396
H 1.316581 4.187283 3.558601 -0.1 0.0 0.2 -0.044
H -2.333519 3.426183 4.899701 0.1 0.0 -0.1 0.136
H -3.769919 0.929883 -2.617599 -0.1 0.0 0.0 0.480
H -2.001219 3.915883 6.583801 0.1 0.1 0.0 0.291
H 3.856081 3.071283 7.136501 0.1 -0.1 0.0 0.287
H 1.785081 -4.347717 -6.244099 0.0 -0.2 0.0 0.219
H 5.372481 5.043983 -1.696699 0.0 -0.1 0.0 0.244
H 1.425081 -4.421517 -7.978399 0.0 -0.1 0.0 0.407
H 0.215681 -0.380817 2.465301 -0.2 0.1 0.1 -0.635
H -0.225319 3.093583 -1.205599 0.2 -0.2 0.0 0.706
H -4.077919 -1.201617 2.212401 -0.1 -0.2 -0.2 0.250
H -0.390019 -6.201317 -3.817899 0.0 0.0 -0.1 0.524
H 0.095781 -4.208817 -6.819999 -0.1 -0.1 0.0 0.225
H -1.411219 1.524283 7.471001 0.0 0.0 0.1 0.335
H -1.426719 2.717283 -7.309699 0.0 0.0 -0.1 0.423
H -0.765719 -0.267417 5.668001 -0.1 0.2 0.0 0.540
H -2.139919 -3.017017 -2.810799 -0.1 0.0 0.0 0.277
H -3.585919 4.162683 5.879201 0.0 0.1 0.0 0.397
H 3.737081 4.066083 4.784101 0.1 0.0 -0.1 0.335
H 1.747081 -2.800717 -4.270199 0.1 0.0 0.0 0.070
H 3.570781 -3.089017 2.237801 0.1 0.0 0.1 0.523
H -2.399519 -0.727717 -4.994999 0.0 -0.1 -0.1 0.480
H -6.368819 -2.443617 -2.819299 -0.1 -0.1 0.0 0.410
H 2.097581 2.934083 7.203201 -0.1 -0.2 0.0 0.140
H -0.054519 2.414183 -3.281999 0.0 0.0 -0.1 0.374
H 4.410181 -4.482217 -1.712599 0.1 0.0 -0.1 0.472
H 3.654881 5.150683 -1.614799 0.1 -0.1 0.1 0.141
H -1.457819 -6.595117 0.299901 0.0 0.0 0.1 0.474
H -1.134319 -7.603817 -1.929799 0.0 -0.1 0.0 0.423
H -4.407919 -3.949217 -2.849199 0.0 -0.1 -0.1 0.504
H -3.872619 1.677483 5.661101 -0.1 -0.1 0.0 0.213
H 0.009181 -3.797117 -3.491999 0.0 0.1 -0.1 0.550
H 2.115881 -1.040917 -2.530799 -0.2 0.1 -0.1 0.554
H -0.190819 3.657983 -5.393299 0.0 0.1 0.0 0.492
H 4.009781 0.811683 -0.439999 0.0 -0.1 0.0 0.701
H 2.865081 5.575483 4.529301 0.0 -0.1 0.0 0.319
H 0.771081 4.054783 5.238001 0.0 0.0 -0.1 0.116
H 5.066781 -4.261617 0.646701 0.1 -0.1 0.1 0.417
H 1.193681 0.108583 -3.513499 0.2 -0.1 0.1 0.623
H 2.296881 -3.547117 -2.502699 0.0 0.0 -0.1 0.425
H -1.916419 0.591583 4.622701 0.2 0.0 0.1 -0.263

---

[2]
118
Properties=species:S:1:pos:R:3:forces:R:3:mulliken_charge:R:1 method="wB97M-V/def2-TZVPD" total_energy_ev=-100497.129 gap_ev=8.4 smiles="CCOCCOC[C@@H]1[C@](B(N)O)(B(O)OCC)C(=O)O[C@@]1(CCCCl)P(O)(O)=S.c1ccccc1.c1ccccc1.c1ccccc1.c1ccccc1.c1ccccc1" max_force_ev_per_a=9.5
Cl -4.251324 1.544140 0.258137 1.5 0.0 -0.1 -0.296
S -2.150172 -1.046495 -4.917630 -0.4 -0.8 1.1 -0.459
P -2.627519 -2.090482 -3.344471 -0.6 0.1 -2.5 0.477
O 0.371053 -3.255445 -4.162537 2.6 1.5 2.2 -0.693
O -0.165183 -0.869278 -2.337643 1.2 0.5 1.4 -0.194
O 2.628467 -2.946487 0.595530 -3.0 -2.5 -0.7 -0.677
O -3.502620 -2.120330 4.074869 2.2 1.6 -1.4 -0.308
O -2.591981 -2.996331 0.843463 2.2 -0.5 0.8 -0.244
O 2.157735 -5.169715 -0.503472 -2.9 2.7 0.5 -0.399
O -2.582860 -3.797615 -3.684440 -1.0 2.1 2.4 -0.524
O -4.312460 -1.669963 -2.971146 2.9 -3.5 1.2 -0.493
O 2.031305 -0.447420 -1.068269 -7.2 -4.8 -3.9 -0.587
N 2.670686 -3.934406 -3.265628 -2.0 1.3 -0.5 -0.563
C -2.982933 5.420468 0.861374 -0.1 0.2 -0.2 -0.384
C -2.826366 -1.025677 7.572316 -0.1 -0.1 0.2 -0.280
C 8.068156 3.897850 0.953686 0.1 -0.1 0.2 -0.248
C 6.865528 0.410032 -3.167256 -0.1 0.0 0.1 -0.457
C 6.820579 1.682160 -2.597504 -0.1 -0.1 0.0 -0.432
C 1.068003 -1.229061 -1.562274 2.2 1.4 2.3 -0.371
C -4.462744 -2.069935 9.575970 0.1 0.1 -0.1 -0.326
C 5.720707 2.065128 -1.830366 0.0 -0.2 -0.1 -0.475
C -1.568479 0.456133 -0.014705 -1.4 1.1 0.4 0.235
C -3.675541 -2.096431 7.291929 0.0 0.0 0.1 -0.006
C 0.148286 3.087463 -8.215501 -0.2 0.0 0.0 -0.292
C -2.788351 -3.595539 2.173077 -0.7 -0.4 1.1 -0.294
C -2.353747 -0.459374 -1.124138 -0.1 0.3 -0.1 -1.405
C 9.379614 3.978581 2.980821 -0.1 -0.1 -0.1 -0.418
C -2.405740 1.902177 0.054975 0.7 -0.3 0.5 -0.532
C 8.180029 2.507827 0.937468 0.0 0.0 0.1 0.098
C -2.400962 2.143323 -7.587927 0.2 0.1 0.0 -0.384
C 4.703989 -0.092523 -2.212846 0.2 0.0 -0.2 0.140
C -3.994211 4.951163 0.023545 0.0 0.1 0.0 0.460
C -1.277560 1.374167 -7.283631 0.0 0.1 -0.1 0.156
C -4.672703 5.835253 -0.814892 0.2 0.1 0.1 -0.647
C -2.298465 -2.666356 3.432748 0.0 -1.7 0.6 -0.248
C -4.490146 -2.620847 8.295099 0.1 0.2 0.1 -0.627
C 8.670371 4.633667 1.974539 0.0 -0.2 0.0 -0.448
C -1.425224 -1.560812 -1.905595 1.3 0.0 2.8 1.056
C 5.805555 -0.476771 -2.976831 0.0 0.3 0.1 -0.478
C 0.858802 -2.883569 -1.439695 -0.5 1.6 0.1 0.934
C -2.248735 3.387434 -8.199451 0.1 -0.1 0.0 -0.306
C -5.074797 -0.441417 3.034227 0.5 -0.4 0.3 -0.810
C -2.796166 -0.477169 8.854110 -0.1 -0.1 0.0 -0.501
C -0.974817 3.859189 -8.514828 0.0 -0.2 0.1 -0.415
C 9.483639 2.587947 2.969740 -0.1 0.1 -0.2 -0.297
C -3.656513 -0.675423 3.855200 -2.3 1.1 0.1 -0.114
C 4.663201 1.176208 -1.635380 0.1 0.0 -0.1 -0.299
C -0.749606 -2.808321 -1.020423 -2.0 -2.2 -0.4 -0.538
C 0.488555 -6.357669 1.120499 -1.4 1.1 -0.7 -0.656
C -4.333551 7.188456 -0.821743 0.1 -0.1 0.1 -0.323
C -2.647590 6.774739 0.858488 -0.1 -0.1 -0.1 -0.426
C -1.120610 -2.865772 0.590244 1.1 0.2 0.8 -0.253
C 0.921623 -5.964874 -0.446092 0.2 -2.5 -0.1 0.253
C -3.319755 7.657160 0.013302 0.0 -0.2 0.0 -0.428
C -0.003431 1.847516 -7.595562 -0.2 0.1 -0.1 -0.636
C 8.886099 1.852395 1.945814 0.0 0.2 0.0 -0.600
C -3.617531 -0.995523 9.854848 0.0 -0.1 -0.2 -0.414
B 1.264956 -3.362636 -2.959477 0.0 -0.5 -3.0 0.282
B 1.895715 -3.716901 -0.471080 1.6 -0.3 2.4 0.693
H 3.807779 1.472880 -1.034589 0.1 -0.1 -0.1 0.391
H -3.310617 -0.984407 -0.660117 2.3 1.1 -0.9 0.275
H -1.812593 -3.415202 4.225846 -1.0 1.6 -1.6 0.242
H 5.686889 3.055663 -1.384485 0.0 -0.1 -0.1 0.390
H -0.641149 -3.807592 1.144517 -0.7 1.8 -1.6 0.327
H -2.123578 2.525054 1.032616 -0.5 -1.4 -2.4 0.159
H -2.188583 -0.619217 6.791762 -0.1 -0.1 0.1 0.384
H -5.147690 -3.459189 8.078374 0.1 0.1 0.0 0.356
H -2.291987 -4.665194 2.293369 -0.7 2.1 -0.7 0.029
H -1.662133 0.008572 1.082177 0.3 0.8 -2.4 -0.280
H -5.367774 0.710785 3.010311 0.7 -2.6 -0.1 0.301
H -4.859500 7.877069 -1.477818 0.1 -0.1 0.1 0.354
H 0.872059 1.249153 -7.356048 -0.1 0.1 0.0 0.348
H -4.254303 3.895463 0.024741 0.0 0.4 0.0 0.134
H -2.781583 0.276656 -1.959543 1.1 -1.6 1.7 0.668
H 7.643869 2.375611 -2.750704 -0.1 -0.1 0.0 0.398
H 7.725036 0.110052 -3.760254 -0.1 0.1 0.1 0.367
H 8.971201 0.769003 1.934323 0.0 0.2 0.0 0.358
H 1.140795 3.453025 -8.464506 -0.1 0.0 0.0 0.349
H -0.641867 -6.008834 1.225242 2.3 -0.8 0.0 0.054
H -2.132501 0.355579 9.073121 -0.1 -0.1 0.0 0.353
H -3.053835 8.711257 0.005987 0.0 -0.2 0.0 0.352
H 9.851014 4.552301 3.774870 -0.1 -0.1 -0.1 0.346
H -0.654615 -1.923190 1.142962 -1.1 -1.8 -1.2 0.064
H 7.513349 4.407724 0.170995 0.1 -0.1 0.1 0.316
H -3.393887 1.773691 -7.347385 0.1 0.0 0.0 0.366
H -5.464233 5.470233 -1.463449 0.1 0.0 0.1 0.365
H 7.715808 1.934566 0.138706 0.1 0.1 0.1 0.180
H -1.862285 7.141421 1.513891 -0.1 0.0 -0.1 0.361
H 3.369069 -3.161913 -3.362186 -0.5 -1.2 0.2 0.200
H 2.216039 -3.324399 1.449232 1.4 0.7 -1.7 0.315
H -5.918567 -1.066031 3.564695 1.7 1.3 -1.0 0.289
H -3.123762 3.989694 -8.431313 0.1 -0.1 0.0 0.347
H 0.493718 -7.512066 1.310951 0.4 2.4 -0.3 0.314
H -5.099329 -2.477195 10.357002 0.1 0.1 -0.1 0.356
H -1.465200 -1.884346 3.183192 -1.8 -1.2 0.3 0.316
H -3.815992 -0.172291 4.920293 0.7 -1.0 -2.2 0.306
H -4.633701 -2.474222 -2.429267 0.2 1.9 -1.0 0.355
H 3.876902 -0.782774 -2.066670 0.3 0.2 0.0 0.095
H 0.834300 -2.525495 -4.707505 -1.2 -1.8 0.9 0.298
H 1.096315 -5.725142 1.899072 -1.0 -1.5 -1.5 0.198
H -2.325145 2.524892 -0.932672 0.0 -1.2 2.0 0.553
H -4.913494 -0.893386 1.966007 -0.5 1.1 1.9 0.056
H -3.598674 -0.563570 10.851730 0.0 -0.1 -0.1 0.349
H -0.459073 0.719712 -0.277178 -2.1 -0.7 0.4 0.144
H -2.455889 4.731793 1.516403 -0.1 0.1 -0.1 0.268
H -3.007051 -4.336307 -2.953815 0.6 0.8 -1.1 0.340
H -3.955741 -3.777982 2.332024 2.6 0.6 -0.5 0.348
H -2.810066 -0.170504 3.225443 -1.3 -1.1 1.4 0.101
H -0.856493 4.827681 -8.993508 0.0 -0.1 0.1 0.347
H 0.030323 -5.526392 -1.069160 1.7 -0.5 1.3 -0.056
H -3.701195 -2.522309 6.292751 0.0 0.1 0.2 0.367
H 5.838520 -1.466870 -3.423887 0.0 0.1 0.1 0.328
H 1.183280 -7.015895 -0.948364 -0.5 2.4 0.9 0.343
H -1.395598 0.406252 -6.803579 0.1 0.3 -0.2 0.180
H -1.303994 -3.785058 -1.409417 1.4 1.9 0.7 0.135
H 8.586632 5.717231 1.985388 0.0 -0.2 0.0 0.351
H 2.597860 -4.507404 -4.151791 0.4 1.3 1.2 0.219
H 10.030652 2.077352 3.757637 -0.1 0.1 -0.1 0.355